Molecular formula: C6H10N2
Method: DFT, ωB97M-V with the def2-TZVPD basis set

```
18
Properties=species:S:1:pos:R:3:forces:R:3
H 0.9921 -0.1997 1.6732 1.4482 0.9278 -3.1669
C -1.1624 -0.5464 0.3089 7.6236 2.3770 5.3540
H -0.7849 -1.0816 1.3151 -1.5017 1.5528 -0.9816
H -1.9135 -1.0792 -1.3763 -1.7988 -0.6472 3.4735
N -2.0671 -1.2466 -0.2544 -5.2948 -4.9444 -7.2738
H -2.3016 1.3407 0.9911 -0.4864 -0.1266 -0.1193
H 1.5733 1.1395 -1.2168 -1.0263 0.9406 -0.4525
C 1.3869 -0.1354 0.4606 -3.2173 1.4604 2.4175
H 2.6489 -1.5744 -0.3289 0.7438 4.2680 2.1558
C 0.2925 -0.6791 -0.3449 -1.4414 3.5535 -0.2140
N 2.7116 -0.4822 0.2298 0.8428 -5.8798 -2.2383
C -0.5374 1.6436 -0.1295 1.8815 4.2393 -0.5163
H 3.4023 0.0466 -0.2936 -0.7913 0.4561 0.1182
C -1.5270 0.9159 0.3795 2.3421 0.3956 0.8132
C 0.7026 0.9908 -0.5789 0.3357 -5.1231 2.3905
H 0.3697 -1.3436 -1.1676 0.4225 -0.7141 -0.6043
H -0.4095 2.8374 -0.1444 -1.0356 -2.6728 0.0631
H -3.0192 -1.1209 0.1458 0.9534 -0.0631 -1.2185
```
Forces are in eV/Å.

The LUMO energy comes out at 1.04 eV. As for the total charge: 0. The calculation puts the HOMO energy at -8.20 eV.

=====

Molecular formula: C6H10N2
Method: DFT, ωB97M-V with the def2-TZVPD basis set

```
18
Properties=species:S:1:pos:R:3:forces:R:3
N 0.4773 1.5816 -0.3538 -2.7224 1.7684 -4.1982
C 1.1682 -0.6121 -0.4427 2.1811 5.1980 -1.1249
C -2.5097 -0.6507 -0.0988 0.7943 -1.5884 -5.5719
H -3.2233 0.1304 -0.7139 1.9385 -1.2213 2.3586
H 1.5748 0.8786 1.2150 0.4427 -0.2913 -1.8020
C 0.1685 -1.1813 0.4425 -2.4312 2.3847 0.9762
H -0.1850 0.9444 1.4311 -2.8883 1.4037 -1.8583
C 1.5750 0.8281 0.0571 3.8662 -0.2582 0.0043
C -1.0868 -0.4141 -0.0926 -4.5998 0.7558 3.3998
H 1.9352 -2.2932 0.6150 -1.7358 1.2983 -2.2425
H 0.2998 -0.7225 1.4998 0.2040 -1.7086 -1.6366
N 1.2819 -1.9055 -0.2078 2.0974 -7.3207 5.1045
H 0.2773 1.4935 -1.5405 0.9481 0.2909 4.5253
H -1.5108 1.8717 0.1536 -1.1270 0.4543 0.5294
H -2.9818 -1.7365 -0.5714 1.6646 2.6214 2.1029
C -0.7657 1.1543 0.3610 4.5445 -4.0833 -0.0261
H 2.6539 1.3829 -0.2973 -2.8841 -1.8870 0.6376
H 0.8510 -0.7494 -1.4563 -0.2926 2.1832 -1.1779
```
Forces are in eV/Å.

The LUMO energy comes out at 0.65 eV. As for the total charge: 0. The calculation puts the HOMO energy at -8.59 eV.

=====

Molecular formula: C6H10N2
Method: DFT, ωB97M-V with the def2-TZVPD basis set

```
18
Properties=species:S:1:pos:R:3:forces:R:3
H -1.4107 0.6040 -1.6489 -0.3552 0.6654 -1.2838
H -2.3819 0.3911 0.2079 -0.0581 0.3913 0.6743
C 1.4842 0.8064 -0.1350 0.5578 0.1385 -2.0626
H -1.6426 -1.6970 -0.7605 1.9725 0.7287 -0.7937
C 1.0161 -0.4026 0.7074 0.9886 2.6271 2.2995
C -1.5276 -0.0976 0.6595 3.3711 -0.7541 0.8912
H 2.1994 0.7557 -1.0596 -1.3411 -0.3326 1.4836
H 0.4924 -2.3079 0.4462 -0.5322 -2.6742 1.1912
N 0.0702 1.2674 -0.4046 2.6676 0.7937 1.8954
H -0.1026 1.4204 1.9345 -0.3857 -1.7101 -2.3072
H 1.7860 -0.5305 1.6190 -1.9130 -0.8864 -2.0773
C -0.4328 0.3134 -1.3387 -0.9574 -2.3314 -0.4488
H 1.8783 1.5578 0.5218 0.5978 0.2254 0.4470
C -0.7713 -0.9797 -0.5325 -4.9767 1.4087 1.1986
H -1.5871 -0.6079 1.6018 -1.5581 -1.1379 0.1910
C -0.2214 0.6700 1.0123 -1.1142 0.7816 -1.5411
N 0.3811 -1.4858 -0.0235 3.7337 1.6449 0.3905
H 0.3266 0.0835 -2.1029 -0.6973 0.4214 -0.1476
```
Forces are in eV/Å.

The LUMO energy comes out at 1.01 eV. As for the total charge: 0. The calculation puts the HOMO energy at -8.25 eV.

=====

Molecular formula: C6H10N2
Method: DFT, ωB97M-V with the def2-TZVPD basis set

```
18
Properties=species:S:1:pos:R:3:forces:R:3
H -0.6719 1.5532 -0.5601 -0.1662 -0.5476 0.1542
C 0.7066 0.6128 1.9855 0.9146 1.0956 2.4483
C 0.5424 0.5261 -1.9431 -0.0133 -0.6850 0.1826
H 2.2982 -1.1529 1.1153 0.2264 0.4205 0.6759
C -0.7005 0.5447 -1.0246 1.3735 1.4891 0.3682
C -0.7259 -0.5880 0.0018 1.0260 0.7552 -1.6572
C 1.4340 -0.5070 0.9634 0.6858 -1.4264 -2.2049
H 1.3722 1.0573 -1.4731 -0.0267 -0.2606 -0.0433
H -0.3832 0.6003 1.9816 -0.3516 -0.0039 -0.8026
H -2.7846 -0.6404 0.0333 -0.0477 -0.2286 -0.3837
H -1.5787 0.5516 -1.6497 -0.4905 -0.4525 0.0951
N 0.4678 -1.1781 0.4407 -0.6634 -0.2341 -0.0484
H 0.3388 1.0052 -2.8979 -0.1213 0.0355 -0.0272
N 1.6114 0.9125 1.0808 -0.6145 0.2192 -0.1191
H 0.8289 -0.5208 -2.1416 0.0806 0.4485 -0.0736
C -1.8661 -1.1671 0.2574 -1.7406 -0.5115 0.9179
H 1.0658 0.4777 3.0253 -0.2029 0.0562 0.2120
H -1.9554 -2.0871 0.8052 0.1318 -0.1695 0.3057
```
Forces are in eV/Å.

The LUMO energy comes out at -0.91 eV. As for the total charge: 0. The calculation puts the HOMO energy at -8.37 eV.

=====

Molecular formula: C6H10N2
Method: DFT, ωB97M-V with the def2-TZVPD basis set

```
18
Properties=species:S:1:pos:R:3:forces:R:3
C 0.8017 2.6336 0.1885 -4.9593 -2.1617 -5.8724
H -0.3195 1.1231 -1.1636 1.4195 0.1900 1.9019
C -1.9931 -2.7516 -1.3047 -0.1202 1.4563 1.1701
H -1.9328 -0.8229 -0.7882 0.9511 -0.1007 -2.0472
H 0.8870 -0.7869 0.0682 0.1512 2.1417 1.7838
H 2.3451 2.0448 2.9831 0.0611 1.1926 0.7512
H -1.5469 -3.3174 -2.1274 -1.2424 -0.6726 0.0904
C 0.9744 0.2990 0.5484 -1.1979 -1.6566 -3.3532
H 0.5268 3.5047 -0.4825 0.2830 -0.8464 0.8807
C 1.7885 0.6222 1.6434 -1.3327 -2.9859 0.3016
N 1.2829 2.8272 1.2967 3.4880 3.4175 4.6613
H 2.0335 -0.2743 2.2559 0.6747 1.0825 -0.3636
H -1.4366 -3.0872 -0.3737 -0.5424 0.3990 -0.8668
H -3.1705 -2.7664 -0.9711 2.9743 -0.4054 -1.6350
C 1.8231 1.9031 2.0696 -0.1135 -1.5111 -0.4551
H -0.7482 -1.1265 -1.9200 3.0277 0.1389 -0.3872
N -1.6580 -1.3110 -1.6996 -5.0338 -0.8338 3.6766
C 0.3425 1.2865 -0.2229 1.5115 1.1557 -0.2370
```
Forces are in eV/Å.

The LUMO energy comes out at 0.78 eV. As for the total charge: 0. The calculation puts the HOMO energy at -9.13 eV.

=====

Molecular formula: C6H10N2
Method: DFT, ωB97M-V with the def2-TZVPD basis set

```
18
Properties=species:S:1:pos:R:3:forces:R:3
H -1.9291 0.4169 0.6327 0.6249 -0.6360 1.5549
C -0.9418 -0.1063 0.5883 -0.3021 2.6584 -1.1788
C 1.0262 -0.1992 -0.4144 3.0775 3.3161 -2.5677
H 1.0600 1.0203 -2.2471 -2.2765 -0.3620 2.0092
C 0.5151 -1.4305 0.2300 2.4629 -0.8599 2.7704
C -0.9552 -1.3993 -0.1182 -1.3137 -3.1041 -3.9437
H -1.2154 -1.6373 -1.2748 0.2548 1.0695 2.7422
H 0.8439 -0.2171 2.0075 -3.0180 -0.9632 -1.4430
H -0.4303 -0.1369 -2.1556 0.6929 1.9253 1.5468
H 2.0430 0.2573 -0.7477 -0.8770 -2.0858 2.0603
N -0.0207 -0.7849 1.5417 2.5610 -0.1724 2.7474
N 0.2624 2.0516 0.7264 -1.9443 3.4480 -5.9172
H -1.6443 -1.9621 0.5128 0.5748 -0.8628 -0.2430
H 0.1242 2.2163 1.6753 -0.3486 -1.1488 1.9586
H 1.4478 -2.1969 0.3652 -3.0593 0.9945 -0.3623
H -0.4930 2.7049 0.2291 2.3460 -1.0447 1.7256
C 0.0453 0.8714 -0.0612 -0.0512 -1.8327 0.9422
C 0.2619 0.5320 -1.4900 0.5958 -0.3393 -4.4018
```
Forces are in eV/Å.

The LUMO energy comes out at 1.04 eV. As for the total charge: 0. The calculation puts the HOMO energy at -8.79 eV.

=====

Calculated strongest force on any atom (eV/A), listed in the same order as above: 10.27; 9.17; 5.31; 2.83; 7.98; 7.12
Calculated energy relative to the best compared isomer or geometry (same formula, charge and spin) (kcal per mole), listed in the same order as above: 134.2; 205.3; 92.6; 126.9; 65.2; 143.0
Calculated Kohn-Sham gap (eV), listed in the same order as above: 9.25; 9.23; 9.26; 7.46; 9.91; 9.83